[1]
The following is a DFT calculation (wB97M-V/def2-TZVPD) of a cluster of 19 separate species, C56H89N20OS in total in a non-equilibrium geometry.

Summary:
LUMO level (eV): -4.07
E (eV): -102187.8979
Total charge: +1
Energy relative to the best compared isomer or geometry (same formula, charge and spin) (kJ/mol): 0.0
Frontier orbital gap (eV): 5.9
E_HOMO (eV): -10.014

Geometry (Å):
C -1.57727 -0.43454 6.73536
C -1.07475 -1.83408 7.11938
S -0.16816 -2.54185 5.71858
C -1.53364 -3.19262 4.70016
C -1.17735 -3.08503 3.25019
N 0.11177 -3.02597 2.96134
N 0.46348 -2.91926 1.69932
C 1.92194 -2.77962 1.47200
C 2.38809 -1.38547 1.94176
C 3.00938 -0.56982 0.80177
C 4.43956 -1.10292 0.49716
C 3.07533 0.90113 1.22632
C 3.08886 1.88370 0.02342
C 1.96217 2.88948 0.01584
C 0.66898 2.60097 -0.22222
C -0.21148 3.56818 -0.95813
C -0.01739 1.32295 0.21039
C -0.37427 -2.90355 0.67680
C -1.73049 -2.97452 0.93338
C -2.15350 -3.04620 2.23238
C -3.61982 -3.09158 2.56802
C -4.21758 -1.69303 2.88742
C -3.61439 -0.54755 2.09990
O -3.93718 -0.58288 0.71379
H -2.15817 0.02836 7.53172
H -2.19052 -0.52804 5.83593
H -0.72720 0.19624 6.48055
H -1.93766 -2.45082 7.36212
H -0.44023 -1.77881 8.00020
H -2.39937 -2.56878 4.90518
H -1.71297 -4.23421 4.96375
H 2.40913 -3.54672 2.06737
H 2.10259 -2.92184 0.41087
H 1.51498 -0.83224 2.29792
H 3.06813 -1.47338 2.78630
H 2.41336 -0.69432 -0.10630
H 4.77157 -1.76318 1.29982
H 4.45956 -1.69748 -0.41642
H 5.14532 -0.28214 0.40254
H 3.96458 1.01415 1.84832
H 2.21642 1.14141 1.85138
H 3.05099 1.36073 -0.92902
H 4.00345 2.47146 0.09637
H 2.21969 3.92907 0.20828
H -1.04391 3.96211 -0.35948
H -0.66392 3.03141 -1.79602
H 0.36303 4.40492 -1.34678
H 0.17163 0.48888 -0.47968
H -1.09483 1.48996 0.22239
H 0.30417 1.04060 1.21020
H 0.01606 -2.82280 -0.32677
H -2.43129 -2.94303 0.11162
H -4.15672 -3.58322 1.75562
H -3.75798 -3.72619 3.44368
H -5.29468 -1.69750 2.72338
H -4.03859 -1.48749 3.94412
H -2.52723 -0.49365 2.22962
H -4.00418 0.39463 2.48827
H -4.25583 -1.45624 0.46668
C -3.41614 -6.86296 6.47038
C -3.34939 -5.49034 6.95502
N -3.30739 -4.41425 7.35354
H -2.98146 -7.53728 7.20571
H -4.45151 -7.14975 6.30012
H -2.86259 -6.95300 5.53666
C 2.35027 -2.50780 -3.62000
C 2.81196 -1.23999 -3.06950
N 3.10175 -0.20139 -2.67451
H 2.66505 -3.33131 -2.98510
H 1.26230 -2.49455 -3.69712
H 2.77568 -2.64774 -4.60856
C -7.63583 -7.13706 7.50837
C -6.75915 -8.14676 6.92888
N -6.06367 -8.94180 6.47864
H -7.05037 -6.27314 7.81970
H -8.37487 -6.82351 6.77355
H -8.14794 -7.54953 8.37557
C -5.20127 -0.93410 9.05931
C -4.96319 0.27219 9.84117
N -4.77018 1.22527 10.44864
H -5.13928 -0.70378 7.99683
H -4.45079 -1.68505 9.30147
H -6.19216 -1.32740 9.27795
C -1.79639 3.66590 -4.56670
C -1.42672 4.93739 -3.96068
N -1.12812 5.89054 -3.39542
H -1.95257 3.78530 -5.63611
H -1.01018 2.93207 -4.39348
H -2.72227 3.30874 -4.11928
C -4.23477 6.31861 -6.79090
C -4.30778 4.86411 -6.73252
N -4.35924 3.71847 -6.68145
H -3.98746 6.63451 -7.80248
H -5.19447 6.74660 -6.50808
H -3.46757 6.67869 -6.10661
C 0.40624 1.44848 -6.76048
C 0.39198 1.20172 -5.32672
N 0.39071 1.05819 -4.18533
H 0.11542 0.54806 -7.29829
H -0.29041 2.25203 -6.99665
H 1.40147 1.73903 -7.06950
C 3.49538 2.98446 -4.28436
C 3.03678 3.40756 -5.59779
N 2.62236 3.67984 -6.63347
H 2.94878 2.08662 -3.99378
H 4.55921 2.75350 -4.30634
H 3.31631 3.76789 -3.54997
C 5.52821 5.65980 -0.67168
C 6.16847 4.48574 -1.24653
N 6.66427 3.55225 -1.69402
H 6.25352 6.46515 -0.56661
H 4.72010 5.99364 -1.32003
H 5.11881 5.41367 0.30834
C -2.35093 -1.01132 -3.69539
C -1.68345 -2.27511 -3.42438
N -1.12606 -3.24565 -3.16693
H -3.03558 -1.10201 -4.53692
H -2.91277 -0.70492 -2.81412
H -1.60020 -0.25500 -3.91868
C 2.97071 -6.25309 -5.99275
C 3.72703 -5.39860 -5.08645
N 4.33013 -4.72195 -4.38254
H 2.65882 -5.68063 -6.86440
H 3.59181 -7.08589 -6.31677
H 2.08847 -6.64129 -5.48736
C -7.81892 -11.59022 5.11614
C -7.85823 -13.04440 5.03027
N -7.88893 -14.18868 4.96240
H -7.38464 -11.17745 4.20767
H -8.82892 -11.20167 5.23691
H -7.21371 -11.28250 5.96575
C 0.61999 4.83259 3.33012
C 2.00156 5.10402 2.95984
N 3.08066 5.29409 2.61872
H 0.58772 4.10894 4.14367
H 0.12456 5.74750 3.64268
H 0.09287 4.42810 2.46772
C -1.80644 7.14180 -0.27877
C -1.75725 6.87434 1.15244
N -1.71066 6.67460 2.28140
H -1.97500 6.21733 -0.82629
H -2.61352 7.83861 -0.49688
H -0.86392 7.57461 -0.60738
C 4.34574 1.06535 -8.62847
C 3.36123 0.10595 -8.14634
N 2.58656 -0.64573 -7.75611
H 5.34743 0.73482 -8.36011
H 4.27802 1.15797 -9.71056
H 4.15213 2.03688 -8.17406
C 9.38064 6.09522 -2.98303
C 8.62137 7.30496 -2.68860
N 8.00816 8.24361 -2.44503
H 9.90658 5.76128 -2.09088
H 8.70282 5.30784 -3.30869
H 10.10421 6.29836 -3.77029
C -0.71358 -6.41627 -0.42574
C -0.78782 -7.87078 -0.44001
N -0.84778 -9.01522 -0.44443
H -0.43072 -6.04702 -1.41067
H -1.68451 -6.00183 -0.15615
H 0.02945 -6.09679 0.30529
C 6.56499 10.55740 -4.48113
C 5.77892 11.74045 -4.15578
N 5.15815 12.67106 -3.90199
H 7.10327 10.21049 -3.60189
H 5.90623 9.76277 -4.82685
H 7.27935 10.79470 -5.26774

Cartesian forces, eV/Å:
0.3 -0.4 -0.1
-0.9 0.7 -0.3
0.5 -0.3 0.3
0.6 0.5 0.3
0.4 0.1 -0.3
-0.3 0.0 0.0
0.5 -0.3 -0.4
0.3 0.4 0.7
-0.5 0.2 -0.6
0.9 -0.2 0.6
-0.6 -0.2 -0.1
-0.2 -0.2 -0.5
0.0 0.4 1.4
-0.5 -0.3 -0.1
0.2 0.3 0.4
-0.3 0.4 0.7
0.3 -0.2 -0.8
-0.3 0.1 0.0
0.0 0.1 -0.2
-0.7 -0.2 0.3
-0.1 0.0 0.1
0.5 0.0 0.0
-0.2 0.3 0.0
0.2 -0.1 -0.1
0.0 0.0 0.0
-0.2 0.2 0.0
-0.1 0.2 0.1
0.2 -0.3 0.1
0.3 -0.2 -0.2
-0.2 -0.3 0.0
-0.3 0.0 0.0
-0.1 -0.2 -0.2
0.0 -0.1 0.0
-0.1 -0.1 0.1
0.1 0.0 0.0
-0.2 0.2 0.1
0.2 0.1 0.1
0.1 0.1 -0.1
0.1 0.0 -0.1
0.0 0.2 0.0
0.0 0.0 0.1
0.2 -0.1 0.1
0.2 -0.2 -0.4
0.2 0.1 -1.0
0.0 -0.1 0.0
0.1 0.0 -0.1
0.0 0.1 -0.1
0.0 0.0 0.1
-0.1 0.0 0.0
0.0 -0.1 0.0
0.2 0.0 0.0
0.0 0.0 -0.1
0.0 0.1 -0.1
-0.1 -0.1 0.0
0.0 -0.1 0.1
-0.1 0.1 0.0
0.0 -0.1 -0.1
0.0 0.0 0.0
-0.1 0.1 0.1
0.1 0.1 0.0
0.0 0.0 0.1
-0.1 0.0 -0.1
0.0 0.0 0.0
0.1 0.0 0.0
0.0 0.0 0.0
-0.1 0.2 0.1
-0.2 0.2 -0.2
0.1 -0.2 0.0
0.1 0.0 0.0
0.1 0.0 0.0
0.1 0.0 0.0
0.0 0.0 0.0
-0.1 -0.1 0.0
0.0 0.1 0.0
0.0 0.0 0.0
0.0 0.0 0.0
0.0 0.0 0.0
0.0 0.0 0.0
0.0 0.0 0.0
0.0 0.0 0.0
0.0 0.0 0.0
0.0 0.0 0.0
0.0 0.0 0.0
0.0 0.0 -0.1
0.0 -0.2 0.3
0.0 0.2 -0.1
0.0 0.0 0.0
-0.1 0.1 0.1
0.0 0.0 -0.1
0.0 0.0 0.0
0.0 0.0 0.0
0.0 0.0 0.0
0.0 0.0 0.0
0.0 0.0 0.0
0.0 0.0 0.0
-0.3 -0.2 -0.1
0.2 0.0 0.0
-0.1 -0.1 -0.1
0.0 0.0 0.0
0.0 0.0 0.0
0.0 0.0 0.0
0.1 -0.1 0.1
-0.1 -0.1 0.1
0.1 0.1 -0.1
0.0 0.0 0.1
0.0 0.0 0.0
0.0 0.0 0.0
0.0 0.1 0.1
0.0 0.0 0.0
0.0 0.0 -0.1
0.0 0.0 0.0
0.0 0.0 0.0
0.0 0.0 0.0
-0.1 0.1 -0.1
0.0 0.1 0.1
0.0 -0.1 0.2
0.0 -0.1 0.0
0.0 0.0 0.0
0.0 0.0 0.0
0.0 0.0 0.0
0.1 0.0 0.0
0.0 -0.1 0.0
0.0 0.0 0.0
0.0 0.0 0.0
0.0 0.0 0.0
0.0 0.0 0.0
0.0 0.0 0.0
0.0 0.0 0.0
0.0 0.0 0.0
0.0 0.0 0.0
0.0 0.0 0.0
0.1 0.0 0.1
0.0 -0.1 -0.1
0.1 0.0 0.0
0.0 0.0 0.0
0.0 0.0 0.0
0.0 0.0 0.0
0.0 0.0 0.0
0.0 0.1 0.0
-0.1 0.0 0.0
0.0 0.0 -0.1
0.0 0.0 0.0
0.0 0.0 0.0
0.0 0.1 0.0
0.1 -0.1 0.0
0.0 0.0 0.0
0.0 0.0 0.0
0.0 0.0 0.0
0.0 0.0 0.0
0.0 0.0 0.0
0.0 -0.1 0.1
0.0 0.0 0.0
0.0 0.0 0.0
0.0 0.0 0.0
0.0 0.0 0.0
0.0 0.1 0.0
0.0 0.0 0.0
0.0 -0.1 0.0
0.0 0.0 0.0
0.0 0.0 0.0
0.0 0.0 0.0
0.0 0.0 0.0
0.0 0.0 0.0
0.0 0.0 0.0
0.0 0.0 0.0
0.0 0.0 0.0
0.0 0.0 0.0

---

[2]
The following is a DFT calculation (wB97M-V/def2-TZVPD) of a cluster of 14 separate species, C56H98N14 in total in a non-equilibrium geometry.

Summary:
LUMO level (eV): 0.32
E (eV): -80521.2944
Energy relative to the best compared isomer or geometry (same formula, charge and spin) (kJ/mol): 94.2
Frontier orbital gap (eV): 11.3
E_HOMO (eV): -10.988

Geometry (Å):
C -22.60562 -9.62048 15.86723
C -23.05438 -9.98889 14.42674
C -24.32517 -10.86229 14.47880
C -24.26945 -12.04907 15.35318
N -24.18018 -12.96234 16.02865
H -21.78463 -8.90327 15.83721
H -22.28876 -10.44511 16.50597
H -23.41598 -9.15329 16.43040
H -22.22922 -10.55579 13.99353
H -23.22811 -9.10304 13.81839
H -24.49004 -11.26664 13.47879
H -25.16052 -10.19933 14.70330
C -26.95802 -10.48335 8.14320
C -26.24896 -10.16595 9.46306
C -25.27882 -11.23959 9.87944
C -24.20313 -11.44146 8.89513
N -23.33287 -11.46963 8.13215
H -27.14173 -11.54358 7.96823
H -26.30725 -10.10579 7.35500
H -27.93425 -9.99942 8.17580
H -26.89284 -10.00024 10.32715
H -25.69347 -9.23818 9.31806
H -25.77227 -12.20802 9.97291
H -24.83691 -10.96206 10.83685
C -23.73035 -1.44399 12.67492
C -23.48839 -2.16314 11.35501
C -24.76848 -2.50272 10.61214
C -25.79504 -1.48575 10.49541
N -26.67595 -0.70871 10.43319
H -22.75694 -1.03285 12.94303
H -24.07011 -2.11870 13.46127
H -24.47057 -0.65071 12.57477
H -22.93977 -3.10304 11.41956
H -22.90793 -1.50636 10.70445
H -25.15615 -3.38371 11.12803
H -24.55169 -2.90332 9.62065
C -18.02107 -9.23186 9.66993
C -16.67044 -8.51345 9.64606
C -16.72944 -7.13658 10.31938
C -17.72410 -6.20738 9.78138
N -18.54815 -5.46937 9.46170
H -18.53533 -9.08334 10.61952
H -17.95004 -10.28499 9.39902
H -18.67177 -8.80322 8.90434
H -16.29157 -8.45607 8.62510
H -16.03576 -9.23816 10.15705
H -15.76076 -6.65409 10.18370
H -16.96845 -7.19754 11.38158
C -28.95581 -6.62857 11.03035
C -27.80028 -6.88576 10.05965
C -26.35654 -6.75633 10.59534
C -26.03490 -7.58641 11.74823
N -25.76207 -8.30601 12.61670
H -29.84925 -6.81947 10.43582
H -28.94351 -5.57995 11.32753
H -28.93288 -7.28398 11.90064
H -27.91475 -6.15813 9.25644
H -27.90947 -7.89564 9.66246
H -26.10651 -5.73256 10.87586
H -25.72665 -7.04858 9.75456
C -17.84729 -10.23497 16.52000
C -18.96339 -9.76282 15.59320
C -18.68077 -9.82891 14.07194
C -17.45636 -9.08915 13.70975
N -16.47443 -8.55084 13.45023
H -17.72128 -11.28652 16.25903
H -18.13685 -10.07576 17.55820
H -16.88702 -9.73346 16.39678
H -19.28094 -8.74383 15.82087
H -19.82991 -10.37646 15.84206
H -19.51254 -9.40335 13.51227
H -18.52684 -10.87248 13.79880
C -18.98636 -15.35552 10.97881
C -20.42200 -14.92794 10.57816
C -20.42523 -13.51567 10.01487
C -19.99860 -12.43151 10.90028
N -19.65908 -11.58664 11.60809
H -18.96729 -16.36744 11.38293
H -18.50124 -14.64388 11.64823
H -18.28496 -15.36782 10.14268
H -21.14728 -14.95116 11.39125
H -20.79929 -15.62245 9.82731
H -21.40421 -13.29098 9.58955
H -19.72559 -13.41382 9.18345
C -24.25239 -7.05865 6.97961
C -25.57162 -7.00081 6.19140
C -26.01556 -5.54379 5.90860
C -26.25651 -4.78381 7.12601
N -26.44951 -4.17657 8.06882
H -23.97863 -8.04136 7.36653
H -24.39695 -6.37290 7.81592
H -23.35594 -6.80575 6.41255
H -26.31176 -7.62593 6.69160
H -25.42242 -7.48793 5.22661
H -26.86430 -5.57633 5.22451
H -25.30023 -4.96870 5.31845
C -16.89003 -7.01923 4.98165
C -16.89350 -6.21934 6.28719
C -18.13413 -5.32880 6.42034
C -19.38478 -6.13987 6.53525
N -20.37776 -6.72725 6.57751
H -17.69612 -7.73064 4.80438
H -15.96689 -7.57568 4.81636
H -16.88911 -6.23107 4.22654
H -16.02406 -5.56192 6.27613
H -16.79737 -6.90993 7.12575
H -18.27349 -4.68637 5.55029
H -18.01043 -4.67016 7.27991
C -22.31588 -9.45503 11.05538
C -21.76225 -8.99098 9.69942
C -21.14123 -7.58515 9.78662
C -22.17342 -6.55892 10.24449
N -22.95236 -5.80286 10.58449
H -21.48246 -9.37011 11.75387
H -22.66282 -10.48778 11.02522
H -23.15479 -8.84912 11.40169
H -22.55361 -9.03213 8.95037
H -20.99044 -9.69112 9.37781
H -20.73256 -7.39486 8.79464
H -20.36360 -7.64119 10.54781
C -19.60851 -10.07810 6.56047
C -20.16068 -11.46352 6.82845
C -19.19485 -12.56327 6.31414
C -19.68571 -13.92173 6.63402
N -20.02574 -14.97720 6.90627
H -20.33703 -9.35573 6.93176
H -19.57235 -9.83759 5.49688
H -18.64746 -9.84328 7.01742
H -21.15517 -11.66623 6.43236
H -20.22930 -11.66637 7.89844
H -18.20844 -12.42096 6.75815
H -18.99831 -12.49464 5.24340
C -22.39233 -4.22616 15.50134
C -23.21063 -4.85498 14.36778
C -22.92688 -6.33351 14.03810
C -21.52798 -6.67257 13.76022
N -20.41269 -6.92406 13.59508
H -21.30562 -4.28895 15.44778
H -22.65114 -4.80729 16.38954
H -22.67526 -3.19709 15.72008
H -23.02131 -4.31629 13.43683
H -24.27531 -4.70656 14.54819
H -23.60226 -6.70413 13.26789
H -23.14781 -6.86120 14.96883
C -22.26589 -16.90934 13.65876
C -23.45361 -16.59607 12.76492
C -24.18541 -15.29939 13.06474
C -23.44819 -14.11436 12.60127
N -22.93115 -13.13874 12.24100
H -22.55868 -16.98796 14.70671
H -21.47632 -16.15713 13.62162
H -21.77890 -17.85764 13.43086
H -24.15513 -17.41930 12.90712
H -23.17789 -16.60515 11.70961
H -24.33366 -15.20595 14.14128
H -25.14134 -15.25688 12.54226
C -22.90155 -2.83973 6.53097
C -22.35787 -3.91490 7.47182
C -21.15516 -3.35725 8.31099
C -20.12378 -2.69250 7.49905
N -19.30003 -2.12939 6.92364
H -22.18574 -2.57055 5.75439
H -23.18718 -1.96497 7.11589
H -23.78337 -3.18540 5.98985
H -21.98157 -4.77378 6.91524
H -23.06225 -4.24874 8.23373
H -20.74855 -4.13057 8.96343
H -21.56196 -2.68083 9.06484

Cartesian forces, eV/Å:
-0.3 0.7 -0.3
0.6 -1.0 1.7
0.2 0.1 -0.8
0.2 1.7 -0.7
0.0 -1.1 0.6
0.0 0.0 0.0
0.0 -0.3 -0.4
-0.2 0.2 -0.1
-0.1 0.0 -0.3
-0.2 -0.1 0.1
-0.2 0.1 -0.1
-0.2 -0.3 0.3
-0.1 0.3 0.6
0.0 0.0 -0.2
0.6 -0.6 -0.1
0.9 0.5 -0.5
-0.9 -0.2 0.6
0.1 -0.1 0.2
-0.4 0.0 -0.3
0.1 0.2 -0.5
-0.3 -0.1 -0.2
0.0 0.1 0.1
-0.2 0.0 0.3
0.2 -0.2 0.0
0.6 -0.4 -0.1
-0.3 0.8 -0.7
0.2 -1.4 -0.1
-2.6 2.2 0.0
2.5 -2.0 0.1
-0.2 0.2 0.5
0.0 0.0 0.0
0.1 0.1 -0.1
0.1 0.1 0.3
0.2 0.1 0.1
-0.6 0.1 0.0
0.0 0.2 -0.2
-0.5 0.8 -0.9
-0.8 -1.0 0.2
0.5 0.0 -0.3
-0.5 0.0 -0.1
0.3 -0.2 0.1
0.2 -0.4 0.1
0.1 -0.1 0.4
-0.2 0.2 0.1
0.0 0.2 0.0
0.6 0.8 0.4
0.1 0.1 0.3
0.3 -0.2 0.1
0.5 0.0 -0.5
-0.1 0.0 0.6
-0.5 0.4 -0.3
0.3 -1.3 0.8
-0.3 0.9 -0.9
-0.3 0.1 0.4
-0.2 -0.1 0.2
0.0 0.1 0.0
0.3 -0.2 -0.2
0.0 0.0 -0.2
0.0 0.1 -0.2
0.4 0.1 0.2
0.0 0.0 -0.6
-0.2 0.8 0.1
0.4 -0.1 0.8
-0.3 -0.2 0.1
-0.1 0.0 -0.1
0.3 -0.2 0.6
-0.1 -0.4 0.0
-0.1 0.1 -0.3
0.2 0.1 0.1
-0.1 -0.1 -0.4
0.0 -0.2 0.0
-0.1 0.1 -0.3
-0.2 0.1 -0.1
1.0 -0.1 0.2
0.0 0.4 -0.8
-0.3 0.1 0.9
-0.1 -0.4 -0.5
0.0 0.1 0.3
-0.4 -0.1 0.5
-0.4 -0.1 -0.5
0.3 -0.1 0.3
0.0 0.2 -0.2
-0.1 0.3 0.2
0.0 -0.4 -0.2
-0.2 0.1 0.1
1.3 -0.3 -0.5
0.0 -0.7 -0.4
-0.2 -0.6 -1.2
-0.1 0.6 1.3
-0.5 -0.2 0.1
0.6 0.0 0.2
-0.2 0.5 -0.2
-0.4 0.5 0.2
-0.1 0.1 -0.1
-0.5 0.2 0.5
0.5 -0.3 0.2
0.6 0.7 -0.4
-0.2 -0.7 -0.4
-0.3 -0.6 0.1
0.1 0.5 0.1
0.6 0.2 0.0
-0.3 0.3 0.3
0.1 0.0 0.3
-0.3 -0.4 -0.5
0.0 0.0 0.1
-0.1 0.3 0.3
0.1 0.0 -0.1
-0.4 -0.2 0.0
0.4 0.1 -0.4
-0.8 -0.1 0.6
-1.3 -0.3 0.4
2.4 -2.0 -1.3
-1.2 1.0 0.5
-0.2 -0.2 0.4
0.2 -0.1 0.0
0.0 0.2 0.0
0.1 0.1 -0.2
0.1 0.1 0.0
0.0 0.8 0.3
0.1 0.4 -0.1
-1.1 0.5 -0.2
1.0 -1.1 0.1
-0.2 0.0 0.0
0.7 1.2 -0.4
-0.4 -0.7 0.2
0.1 0.1 0.2
0.2 -0.3 -0.1
0.0 -0.3 0.0
0.0 0.4 -0.1
-0.2 0.4 0.1
0.0 -0.2 0.3
-0.3 0.0 -0.1
-0.5 -0.9 0.7
0.9 0.9 -1.3
-0.2 0.1 1.4
0.5 0.3 -0.3
-0.7 0.0 0.0
0.0 0.0 -0.6
0.1 0.1 0.3
0.0 0.0 -0.3
0.0 0.2 0.0
0.0 -0.3 0.2
0.2 0.0 -0.1
-0.2 -0.5 -0.1
0.5 0.3 0.4
0.0 -0.8 -0.2
0.4 0.3 0.0
0.5 1.3 -0.1
-0.7 -1.3 0.3
-0.2 0.1 0.0
-0.1 0.2 -0.1
-0.2 0.0 -0.3
-0.2 0.1 -0.1
0.1 -0.1 0.0
-0.2 0.2 0.0
-0.1 -0.1 0.2
-0.4 -0.4 0.2
1.3 0.5 0.2
-0.9 -0.3 0.0
0.1 0.0 0.6
-0.3 -0.3 0.0
0.2 0.1 0.2
0.0 0.2 -0.2
-0.1 0.0 0.1
-0.2 -0.1 0.0
-0.3 -0.1 -0.3
0.5 -0.2 -0.5
0.1 0.6 -0.3